The following is a quantum chemistry calculation of 9 unconnected molecules or ions with the total composition C24H52BN7O36PS8, from the OMol25 dataset.

The geometry in XYZ format:
```
129
Properties=species:S:1:pos:R:3:forces:R:3:mulliken_charge:R:1
C -3.0763 1.3710 -3.3369 0.290 -0.092 -0.172 -0.43
O -3.1767 2.7495 -3.7441 -0.400 -0.360 0.394 -0.31
B -3.0499 3.7338 -2.8511 -0.301 0.398 0.004 0.53
O -3.8301 4.8279 -2.8068 0.515 -0.176 -0.433 -0.44
N -1.8599 3.6367 -1.8690 0.808 -0.022 -0.014 0.23
C -0.5798 3.7567 -2.2294 -0.410 -0.163 -0.026 -0.65
N 0.2535 3.6568 -1.2220 0.241 0.042 0.016 -0.52
C -0.5086 3.4463 -0.1357 -0.594 -0.010 0.099 0.44
N 0.0183 3.3031 1.1041 -0.245 -0.238 -0.338 -0.01
C -0.7810 3.1001 2.3174 0.034 -0.129 0.210 -1.22
C -1.2151 1.6475 2.6258 -0.215 0.509 -0.269 -0.30
C -0.7769 1.1564 4.0006 0.020 -0.181 -0.214 0.19
N -1.5888 0.1467 4.6082 0.025 -0.156 -0.138 -0.57
O 0.1716 1.6019 4.5749 0.056 0.327 0.279 -0.45
P 1.8071 3.3826 1.1895 0.002 0.472 -0.439 0.00
N 1.9720 4.7730 2.1635 -0.267 -0.210 0.243 -0.60
O 1.9678 2.2377 2.3287 0.467 -0.109 0.317 -0.03
N -1.8281 3.4359 -0.5036 0.176 -0.028 -0.053 0.44
C -3.0864 3.3045 0.2119 -0.381 0.241 0.483 -0.92
C -3.6201 4.6157 0.8274 -0.212 -0.107 -0.059 -0.54
N -4.9708 4.9015 0.3492 0.060 -0.026 0.003 -0.53
H -2.2490 1.2202 -2.6395 -0.053 0.048 0.085 0.20
H -2.8689 0.7526 -4.2026 -0.132 0.212 -0.046 0.21
H -4.0193 1.0676 -2.8841 0.014 -0.002 0.013 0.31
H -3.2916 5.6395 -2.7606 -0.331 0.063 0.362 0.50
H -0.3071 3.9137 -3.2637 0.074 0.027 0.080 0.55
H -1.6527 3.7515 2.2955 0.012 0.050 -0.046 0.18
H -0.1823 3.4361 3.1639 0.169 0.054 -0.133 0.73
H -2.3062 1.5831 2.6366 -0.004 -0.049 -0.154 0.38
H -0.8692 0.9838 1.8291 0.108 -0.235 0.212 0.43
H -2.4707 0.5697 4.8918 0.028 -0.085 0.035 0.30
H -1.8215 -0.5707 3.9241 -0.094 0.041 0.007 0.26
H 2.1047 4.5613 3.1479 -0.070 0.071 -0.044 0.29
H 1.2271 5.4512 2.0518 0.249 0.177 -0.036 0.29
H 2.8904 1.9359 2.3335 -0.267 -0.365 0.006 0.24
H -3.8382 2.9164 -0.4764 0.187 -0.031 -0.187 0.75
H -2.9727 2.5569 0.9898 0.114 -0.128 -0.140 0.22
H -2.9493 5.4296 0.5399 -0.041 0.045 0.049 0.26
H -3.5979 4.5259 1.9193 0.177 0.023 0.016 0.40
H -5.5167 4.0545 0.2383 0.013 0.047 0.070 0.21
H -5.4714 5.4861 1.0091 0.049 0.014 -0.116 0.26
C -1.0491 -1.7069 -8.1809 0.092 -0.233 -0.139 -0.37
C -2.2044 -2.4852 -7.5823 -0.181 0.184 -0.092 -0.33
O -1.7393 -2.8207 -6.2611 0.129 -0.027 -0.075 -0.26
S -0.8059 -1.6647 -5.7038 0.023 -0.137 -0.029 0.95
O -1.5555 -0.8140 -4.8415 0.137 -0.004 -0.085 -0.42
O 0.3999 -2.2445 -5.2331 0.020 -0.021 0.076 -0.47
O -0.5610 -0.9119 -7.0799 -0.203 0.053 0.054 -0.31
H -0.2461 -2.3627 -8.5182 -0.014 -0.010 0.017 0.29
H -1.3532 -1.0485 -8.9891 0.028 0.136 0.108 0.31
H -2.4330 -3.3984 -8.1229 0.080 -0.092 0.128 0.31
H -3.1031 -1.8732 -7.4912 0.013 -0.001 -0.013 0.28
C -0.5821 -3.5673 -2.3528 0.183 0.188 -0.231 -0.40
C 0.3635 -4.5854 -1.7600 -0.294 -0.334 -0.080 0.28
O 0.6844 -4.0366 -0.4607 0.012 0.237 -0.037 -0.31
S -0.5731 -3.2604 0.1190 0.044 -0.289 -0.403 0.98
O -1.2885 -4.0970 1.0188 -0.113 0.183 0.112 -0.57
O -0.1571 -1.9611 0.5238 0.008 0.124 0.258 -0.44
O -1.3964 -3.1501 -1.2341 -0.008 -0.158 0.086 -0.29
H -0.0497 -2.6966 -2.7358 -0.008 -0.011 0.012 0.30
H -1.2159 -3.9854 -3.1298 -0.176 -0.020 0.170 0.37
H 1.2675 -4.7087 -2.3462 0.123 0.086 0.153 -0.20
H -0.1217 -5.5528 -1.6242 -0.003 0.021 0.015 0.29
C 2.9627 0.1445 4.8674 -0.216 -0.076 0.254 -0.11
C 4.0948 -0.1048 5.8432 0.130 0.268 -0.089 -0.44
O 4.7468 -1.2745 5.3192 -0.162 -0.085 -0.054 -0.34
S 4.6723 -1.2778 3.7294 -0.125 0.013 0.127 1.04
O 5.8736 -0.7428 3.1891 0.049 -0.027 -0.163 -0.56
O 4.1717 -2.5302 3.3003 0.139 -0.041 -0.035 -0.55
O 3.5338 -0.1612 3.5818 0.191 0.189 0.033 -0.19
H 2.1169 -0.5214 5.0400 0.010 0.003 0.019 0.22
H 2.6180 1.1737 4.8729 -0.003 0.005 -0.152 0.25
H 3.7522 -0.3023 6.8543 0.044 -0.195 -0.029 0.34
H 4.8134 0.7170 5.8517 -0.030 0.010 0.007 0.30
C 5.1284 -5.8925 -4.2248 0.062 0.231 -0.142 -0.36
C 4.0164 -5.3083 -3.3776 0.097 -0.100 0.238 -0.31
O 2.8157 -5.7970 -4.0003 0.090 0.125 -0.101 -0.24
S 3.0729 -7.2610 -4.6051 0.119 0.073 0.005 1.07
O 2.6129 -8.2376 -3.6865 -0.009 -0.050 -0.068 -0.54
O 2.6439 -7.2544 -5.9560 -0.100 -0.024 0.039 -0.54
O 4.6660 -7.2140 -4.5385 -0.097 -0.059 0.153 -0.32
H 5.2640 -5.3376 -5.1546 -0.018 0.008 0.016 0.29
H 6.0740 -5.9604 -3.6945 -0.011 -0.148 0.011 0.30
H 4.0048 -4.2217 -3.3793 -0.121 -0.003 -0.107 0.33
H 4.0558 -5.6777 -2.3509 0.032 -0.001 -0.009 0.28
C -2.6330 0.0246 8.1463 0.137 0.058 -0.191 0.18
C -2.3405 1.2996 8.9095 0.066 -0.127 0.226 -0.36
O -3.5654 2.0394 8.8100 -0.003 -0.005 -0.158 -0.33
S -4.8140 1.0378 8.8037 0.090 0.005 -0.022 1.10
O -5.3620 0.9365 10.1052 -0.060 -0.039 -0.065 -0.51
O -5.6226 1.3635 7.6832 -0.023 0.051 0.024 -0.54
O -3.9858 -0.2953 8.4961 0.034 0.041 0.215 -0.32
H -2.5807 0.1784 7.0692 0.093 -0.012 0.027 -0.17
H -1.9780 -0.7946 8.4294 -0.153 -0.098 0.051 0.32
H -1.5337 1.8810 8.4717 -0.106 0.102 -0.052 0.31
H -2.1257 1.1039 9.9616 -0.010 -0.015 -0.011 0.31
C -5.3755 -6.6405 0.2008 -0.038 -0.199 0.151 -0.31
C -4.0249 -6.4108 0.8528 -0.049 0.315 0.020 -0.20
O -3.1114 -7.0988 -0.0143 -0.071 -0.197 -0.005 -0.30
S -3.6120 -7.0055 -1.5231 -0.052 0.024 0.243 1.00
O -2.9490 -5.9265 -2.1697 0.079 -0.001 -0.214 -0.40
O -3.6140 -8.3084 -2.0770 0.100 0.083 -0.085 -0.56
O -5.1050 -6.5372 -1.2076 0.066 0.127 0.061 -0.33
H -5.7637 -7.6385 0.4093 0.020 0.006 0.011 0.29
H -6.1133 -5.8928 0.4778 0.008 0.058 -0.149 0.30
H -3.9555 -6.8327 1.8510 0.098 -0.125 -0.061 0.35
H -3.7527 -5.3541 0.8788 -0.007 -0.010 0.000 0.16
C 7.6386 -1.5720 0.2877 -0.257 -0.120 0.221 -0.19
C 8.7858 -1.8407 1.2379 0.117 0.288 0.000 -0.30
O 9.4142 -3.0095 0.6883 -0.154 -0.114 -0.064 -0.33
S 9.3108 -2.9904 -0.9052 0.035 0.164 0.171 1.08
O 10.5056 -2.4685 -1.4632 -0.070 -0.062 -0.070 -0.53
O 8.7856 -4.2371 -1.3314 0.022 -0.076 -0.044 -0.51
O 8.1793 -1.8644 -1.0095 0.122 0.077 0.003 -0.34
H 6.7973 -2.2405 0.4779 0.007 0.012 0.029 0.27
H 7.3007 -0.5402 0.3174 0.061 0.017 -0.152 0.29
H 8.4549 -2.0442 2.2518 0.029 -0.182 -0.033 0.25
H 9.5086 -1.0225 1.2422 -0.021 0.000 -0.012 0.31
C -1.0154 9.9654 -2.1308 0.172 0.184 -0.084 -0.33
C -1.6834 9.9943 -3.4916 -0.251 0.056 0.129 -0.35
O -1.1187 8.8509 -4.1688 0.129 0.063 0.022 -0.30
S -0.8306 7.6959 -3.1345 0.006 -0.025 0.009 1.08
O -1.9095 6.7568 -3.1451 0.087 0.008 0.099 -0.66
O 0.4887 7.2165 -3.3089 -0.015 -0.057 -0.046 -0.57
O -0.9562 8.5569 -1.8093 -0.153 0.040 -0.024 -0.29
H 0.0019 10.3552 -2.1636 -0.006 -0.007 -0.024 0.30
H -1.5862 10.4831 -1.3661 -0.042 -0.160 0.071 0.32
H -1.4608 10.8909 -4.0613 0.117 -0.100 -0.106 0.32
H -2.7632 9.8585 -3.4205 0.012 -0.001 0.008 0.28
```
Forces are in eV/Å.

Its lowest unoccupied orbital energy is -0.079 hartree. As for the total charge: +1. As for the HOMO energy: -11.79 eV. The calculation puts the molar mass at 1313.0 g mol⁻¹. The calculation puts the frontier orbital gap at 9.65 eV.